[1]
ORCA calculation (ωB97M-V/def2-TZVPD) on one molecule with the formula C3H6N3O2P in a non-equilibrium geometry.

```
15
Properties=species:S:1:pos:R:3:forces:R:3:nbo_charge:R:1
C -0.644123 1.680731 0.224419 3.6 5.6 0.7 -0.185
C -2.131081 -0.070170 -0.279513 0.0 -0.5 -0.1 0.693
C 0.460669 0.830335 0.655107 -2.8 -1.3 2.3 -0.815
N -1.734051 1.307177 -0.242941 -3.2 -5.0 -2.1 -0.173
N -1.135374 -1.098203 -0.619539 0.5 2.5 0.9 -1.004
N 1.535817 -0.974823 -1.413173 1.6 0.6 2.2 -1.185
O -3.255555 -0.336394 -0.018926 -1.4 -0.9 -0.2 -0.554
O 1.131319 -1.695931 0.949771 1.4 2.3 -3.6 -0.984
P 0.367966 -0.775673 -0.187485 1.5 -0.5 -0.3 2.130
H -0.707619 2.815775 0.327669 0.9 -1.3 0.4 0.244
H 1.286808 1.438578 0.686674 2.6 0.7 -0.1 0.264
H 0.229952 0.552603 1.782970 0.6 0.1 -1.5 0.217
H 1.364833 -0.711670 -2.376285 -0.1 0.1 0.4 0.424
H 2.558670 -0.777816 -1.045992 -2.9 -0.6 -1.3 0.419
H 0.671771 -2.184526 1.557244 -2.2 -1.8 2.2 0.511
```
Positions in Å, forces in eV/Å.

## Properties
* expectation value of S²: 2.008
* gap between HOMO and LUMO (spin up / spin down): 6.17 / 7.10 eV
* electronic energy: -773.8845 Ha
* E_HOMO (spin up / spin down): -5.745 / -9.891 eV
* spin multiplicity: 3
* ΔE to the lowest compared entry with this formula, charge and spin: 0.0 kJ/mol



[2]
ORCA calculation (ωB97M-V/def2-TZVPD) on an isolated ion of composition C3H6N3OP2 and charge +1 in a non-equilibrium geometry.

```
15
Properties=species:S:1:pos:R:3:forces:R:3:nbo_charge:R:1
O -0.434540 2.943688 1.369686 -0.6 0.1 0.0 -0.469
C -0.297980 1.847541 0.943795 -1.0 0.3 -1.8 0.698
C -1.011190 1.163231 -0.320274 -1.9 0.1 1.3 -0.325
N -0.358786 -0.098488 -0.408556 3.0 -1.0 2.3 -0.831
P -0.372835 -1.495404 -1.279517 -0.1 1.7 1.8 0.901
P 1.159303 -2.606359 -0.108278 0.9 0.2 0.7 0.699
N 1.466697 -1.226337 0.801148 -0.1 0.3 2.1 -0.746
C 0.797539 -0.194509 0.855843 -2.3 -0.2 -3.6 0.683
N 0.732367 1.030278 1.396879 -0.1 -1.0 0.6 -0.631
H -2.124924 0.943136 -0.267607 1.1 0.9 0.8 0.242
H -0.950172 1.896959 -1.110925 0.7 -0.1 -0.7 0.249
H -0.445896 -0.929558 -2.487112 -0.1 -0.3 -2.1 0.041
H -1.459948 -2.299616 -0.995763 -0.7 -0.1 -0.4 0.006
H 2.326872 -2.217108 -0.740065 0.4 -0.7 -1.4 0.020
H 0.973492 1.242547 2.350746 0.7 -0.2 0.2 0.463
```
Positions in Å, forces in eV/Å.

## Properties
* gap between HOMO and LUMO: 9.62 eV
* electronic energy: -1039.8181 Ha
* E_HOMO: -14.238 eV
* net charge: +1
* SMILES string: O=C1CN2[PH2]=[PH]=[N+]=C2N1
* spin multiplicity: 1
* ΔE to the lowest compared entry with this formula, charge and spin: 78.5 kJ/mol



[3]
ORCA calculation (ωB97M-V/def2-TZVPD) on C3H6N3S as an isolated structure in a non-equilibrium geometry.

```
13
Properties=species:S:1:pos:R:3:forces:R:3:nbo_charge:R:1
C 2.486935 -0.086506 -0.607789 1.1 -0.6 -0.1 -0.025
C 0.072337 0.346443 0.284954 3.2 -2.1 -0.4 0.617
C -1.585808 -1.302311 -0.112236 -3.2 -0.4 1.9 -0.414
N 3.172660 0.831117 -0.709634 0.2 0.4 -0.2 -0.254
N 0.651908 1.493667 0.475843 -2.1 2.1 -0.6 -0.781
N -1.149064 -0.013165 0.236300 -0.1 4.1 -0.1 -0.547
S 1.503644 -1.377984 -0.258988 -2.3 2.6 0.9 0.325
H -1.069781 -1.978608 0.551655 -0.1 -0.6 -0.1 0.233
H -1.463407 -1.504602 -1.128875 0.2 -0.5 -1.6 0.234
H -2.688556 -1.253792 0.181701 1.4 -0.8 -0.6 0.250
H 0.189778 2.450833 0.245695 0.9 -2.3 0.6 0.459
H 1.642872 1.546091 0.630666 0.6 -0.1 -0.1 0.466
H -1.763519 0.848811 0.210707 0.1 -1.7 0.3 0.436
```
Positions in Å, forces in eV/Å.

## Properties
* gap between HOMO and LUMO: 8.40 eV
* electronic energy: -680.0250 Ha
* E_HOMO: -14.661 eV
* net charge: +1
* spin multiplicity: 1
* ΔE to the lowest compared entry with this formula, charge and spin: 225.8 kJ/mol



[4]
ORCA calculation (ωB97M-V/def2-TZVPD) on an isolated ion of composition C3H6N3S and charge +1 in a non-equilibrium geometry.

```
13
Properties=species:S:1:pos:R:3:forces:R:3:nbo_charge:R:1
H -1.453062 2.437341 -0.009742 0.0 0.3 0.0 0.433
N -1.071844 1.505544 -0.003774 0.7 -1.0 0.0 -0.509
C 0.159966 1.172914 0.004858 -0.5 1.1 0.0 0.316
N 0.380974 -0.151648 0.000566 -0.8 -0.3 -0.1 -0.358
C 1.700094 -0.741375 0.002055 0.8 -0.2 0.1 -0.416
C -0.785052 -0.868387 -0.004659 0.4 0.4 0.0 0.237
N -1.909162 -0.241458 -0.003117 1.1 0.1 0.0 -0.395
S -3.429871 -0.332278 0.002731 -1.4 -0.3 0.0 0.480
H 1.010420 1.845238 0.012927 0.1 0.0 0.0 0.237
H 2.309646 -0.282553 -0.775735 -0.1 -0.1 0.0 0.238
H 2.187339 -0.588064 0.966622 -0.1 -0.1 -0.1 0.235
H 1.634686 -1.809758 -0.188934 -0.1 0.1 0.0 0.240
H -0.734137 -1.945520 -0.003802 -0.2 -0.1 0.0 0.264
```
Positions in Å, forces in eV/Å.

## Properties
* gap between HOMO and LUMO (spin up / spin down): 7.23 / 7.23 eV
* electronic energy: -680.0165 Ha
* E_HOMO (spin up / spin down): -12.945 / -12.945 eV
* net charge: +1
* SMILES string: [H]/N=C/N(C)C=[N+]=S
* spin multiplicity: 1
* ΔE to the lowest compared entry with this formula, charge and spin: 247.9 kJ/mol



> Which value of ΔE to the lowest compared entry with this formula, charge and spin does entry 4 give?

247.9 kJ/mol